Entry 1:
This record from OMol25 describes a gas-phase ion, C9H20N3O2 (charge +1) in a non-equilibrium geometry. The level of theory is ωB97M-V with the def2-TZVPD basis set.

```
! wB97M-V def2-TZVPD RIJCOSX def2/J DEFGRID3
* xyz 1 1
C 1.9348 -0.1022 0.3999
C 0.6612 0.7669 0.3589
C -0.4617 0.2648 -0.3849
C 0.7458 -1.8504 -0.8704
C -2.4619 0.6467 -1.6522
C -0.3930 1.5159 -2.4520
C 0.3536 0.1260 2.8038
C 1.2257 2.2588 2.2852
C -1.0958 -3.4891 -0.9163
N 1.8012 -1.4064 -0.0198
N -1.0959 0.9256 -1.4333
N 0.3150 1.2535 1.7687
O 2.9660 0.3706 0.8258
O 0.1310 -3.0013 -0.3994
H 0.9212 1.7056 -0.1498
H -1.1401 -0.4739 0.0997
H 0.8623 -1.7554 -1.9206
H -2.6482 -0.3042 -1.3063
H -2.9819 1.4515 -1.2032
H -2.7720 0.4898 -2.7481
H -0.6471 1.2783 -3.4999
H -0.4896 2.5867 -2.4403
H 0.6641 1.4278 -2.2397
H 1.4756 -0.0608 2.9599
H -0.2047 0.1859 3.7959
H -0.0659 -0.7570 2.4699
H 2.1713 2.0136 1.8198
H 0.8561 3.2637 1.9945
H 1.3253 2.1616 3.4317
H -1.8296 -2.6935 -1.1633
H -1.2888 -4.2040 -0.1628
H -0.7652 -4.1538 -1.7582
H 2.5781 -1.9938 0.0983
H -0.6470 1.5524 1.6086
*
```

HOMO-LUMO gap (alpha / beta): 7.53 / 7.59 eV
LUMO level (alpha / beta): -0.1119 / -0.1041 hartree
relative energy (zero: lowest compared OMol25 entry of this formula, charge and spin): 3.4177 eV
calculated total energy: -18211.4880 eV



Entry 2:
This record from OMol25 describes 2 unconnected molecules or ions with the total composition C9H20N3O4 in a non-equilibrium geometry. The level of theory is ωB97M-V with the def2-TZVPD basis set.

```
! wB97M-V def2-TZVPD RIJCOSX def2/J DEFGRID3
* xyz 1 1
N 0.5287 -0.5155 4.3561
C 0.1400 -1.1556 3.2621
N -0.7664 -0.6160 2.2963
C 0.0485 -0.3704 1.0524
C 1.5506 -0.8488 1.1385
C 1.7724 -2.1914 1.9255
C 1.9034 -3.4980 1.0328
O 1.8324 -3.2872 -0.3685
O 0.5067 -3.1176 -0.7842
N 0.6777 -2.4602 2.9665
H -0.0810 0.0359 4.9565
H 1.5328 -0.5382 4.5486
H -1.3888 -1.3963 2.0465
H 0.0790 0.7480 0.9035
H -0.4473 -0.7927 0.1436
H 1.9725 -0.8212 0.1062
H 2.1057 -0.0494 1.7162
H 2.7218 -2.0879 2.5276
H 2.9125 -3.9544 1.2411
H 1.1515 -4.2653 1.3747
H 0.5500 -2.3976 -1.4403
H 1.1371 -2.7914 3.8239
O 1.2172 2.2807 -2.0682
C 0.1056 2.5604 -2.4491
O -0.9178 2.5874 -1.5754
C -2.2328 3.0724 -1.8851
C -3.0721 1.9991 -2.5477
C -0.1705 2.7984 -3.9075
H -2.1808 3.9894 -2.4750
H -2.6859 3.3447 -0.9310
H -2.6415 1.6806 -3.4982
H -4.0840 2.3622 -2.7326
H -3.1262 1.1127 -1.9122
H -0.2766 1.8377 -4.4114
H 0.6760 3.3371 -4.3337
H -1.0504 3.4082 -4.0985
*
```

HOMO-LUMO gap: 7.89 eV
LUMO level: -0.1705 hartree
relative energy (zero: lowest compared OMol25 entry of this formula, charge and spin): 0.0000 eV
calculated total energy: -22306.9281 eV



Entry 3:
This record from OMol25 describes 3 unconnected molecules or ions with the total composition C9H20N3O5S in a non-equilibrium geometry. The level of theory is ωB97M-V with the def2-TZVPD basis set.

```
! wB97M-V def2-TZVPD RIJCOSX def2/J DEFGRID3
* xyz -1 1
C -0.3089 3.0604 3.2165
C -0.6126 4.5190 3.4357
C 0.5466 5.4858 3.2258
N -1.7110 5.0358 3.8239
S -3.1344 4.1702 3.4189
O -4.2133 5.1226 3.5768
O -3.2558 3.0571 4.3521
O -2.9870 3.7485 2.0506
H -0.1440 2.5781 4.1842
H -1.0707 2.5173 2.6649
H 0.6249 2.9372 2.6651
H 0.1438 6.4918 3.1455
H 1.1980 5.3850 4.1048
H 1.1415 5.2159 2.3520
C 1.3204 -0.1670 1.1685
O 1.1560 0.6974 2.0054
N 1.0748 -0.0156 -0.1450
C 1.2864 -1.0859 -1.1041
C 0.5779 1.2690 -0.6134
H 1.6914 -1.1756 1.4279
H 2.0195 -0.7662 -1.8493
H 0.3533 -1.3219 -1.6012
H 1.6572 -1.9780 -0.6008
H 1.2959 2.0527 -0.3670
H -0.3658 1.5033 -0.1193
H 0.4278 1.2360 -1.6899
C -0.3224 -3.5823 -3.9477
O -0.0749 -2.5880 -3.2953
N 0.0566 -4.8307 -3.6140
C -0.2689 -5.9806 -4.4329
C 0.8166 -5.0235 -2.3901
H -0.8937 -3.5389 -4.8905
H -0.8654 -6.6886 -3.8538
H 0.6498 -6.4717 -4.7610
H -0.8371 -5.6732 -5.3083
H 0.2376 -4.6666 -1.5376
H 1.7436 -4.4506 -2.4390
H 1.0463 -6.0779 -2.2587
*
```

HOMO-LUMO gap: 6.03 eV
LUMO level: 0.0627 hartree
calculated total energy: -35201.4789 eV



Entry 4:
This record from OMol25 describes 2 unconnected molecules or ions with the total composition C9H20N4O in a non-equilibrium geometry. The level of theory is ωB97M-V with the def2-TZVPD basis set.

```
! wB97M-V def2-TZVPD RIJCOSX def2/J DEFGRID3
* xyz 2 1
C 2.1130 -1.3816 0.5235
C -3.9193 0.1172 -0.1876
C -3.4256 -0.0602 1.1851
C -3.3140 -0.7748 -1.1740
C 3.4267 1.4633 -0.2181
C -1.8959 0.0838 1.2356
C -1.7773 -0.4387 -1.1612
C 2.2636 0.6873 -0.8788
C 5.6816 0.8404 -0.7130
N 4.5457 0.4503 -0.3918
N 1.3289 -2.0461 1.2937
N -1.1532 -0.1812 0.0978
N 1.6118 -0.2211 0.0907
O 3.2928 -1.8549 0.5040
H -4.9560 -0.0512 -0.2919
H -3.6199 1.1487 -0.5559
H -3.9855 0.6955 1.6711
H -3.8233 -1.0145 1.6546
H -3.5050 -1.8373 -0.8229
H -3.6654 -0.7254 -2.1603
H 3.7022 2.3553 -0.6916
H 3.2372 1.5366 0.8814
H -1.6931 1.1263 1.2561
H -1.3112 -0.3118 2.0710
H -1.0294 -1.2408 -1.4696
H -1.4929 0.4629 -1.7416
H 1.5514 1.3335 -1.3780
H 2.7004 0.0997 -1.6576
H 6.5122 0.0234 -0.7458
H 5.8572 1.9053 -0.9825
H 4.0499 -1.3751 0.1291
H 0.3246 -1.7862 1.2309
H 1.7589 -2.8948 1.7836
H 0.6325 0.1813 0.2322
*
```

HOMO-LUMO gap: 4.73 eV
LUMO level: -0.4161 hartree
relative energy (zero: lowest compared OMol25 entry of this formula, charge and spin): 2.6748 eV
calculated total energy: -17644.2577 eV



Entry 5:
This record from OMol25 describes 2 unconnected molecules or ions with the total composition C9H20N5 in a non-equilibrium geometry. The level of theory is ωB97M-V with the def2-TZVPD basis set.

```
! wB97M-V def2-TZVPD RIJCOSX def2/J DEFGRID3
* xyz 1 1
C -1.5253 1.2210 -0.9361
C -2.0580 -0.1130 -1.5771
C 0.3359 -1.0405 1.1410
C -0.5596 -0.4551 0.2941
C 1.0345 -0.1357 2.1711
C 0.6235 -2.4857 1.3166
C -1.8906 1.3390 1.4483
C 2.1654 2.3427 -0.6453
C -0.0476 -1.3735 -1.8296
N 2.9475 -1.0338 -1.0846
N 2.6058 0.0060 -0.8546
N -1.0626 0.8328 0.3688
N 1.8376 0.8964 -0.5320
N -1.1352 -1.0954 -0.8982
H -0.6785 1.5992 -1.4821
H -2.4232 1.9686 -0.7904
H -3.0947 -0.1818 -1.3138
H -1.9428 -0.1812 -2.6446
H 2.0559 -0.2704 2.2371
H 0.4905 -0.2848 3.1368
H 0.6599 0.8353 1.8405
H -0.1104 -3.0375 0.8201
H 0.5711 -2.7581 2.3816
H 1.7339 -2.7036 1.0100
H -1.7024 0.7346 2.3967
H -1.5583 2.2140 1.9005
H -2.9744 1.4954 1.2852
H 3.0227 2.7212 -0.0561
H 2.4433 2.5340 -1.7319
H 1.1329 2.8744 -0.4211
H 0.5041 -0.6962 -2.3955
H 0.6894 -1.8403 -1.2111
H -0.4333 -2.0058 -2.5605
H -1.6569 -1.9221 -0.7839
*
```

HOMO-LUMO gap: 9.20 eV
LUMO level: -0.1013 hartree
relative energy (zero: lowest compared OMol25 entry of this formula, charge and spin): 5.0336 eV
calculated total energy: -17096.6442 eV



Entry 6:
This record from OMol25 describes a gas-phase ion, C9H20N5O (charge +1) in a non-equilibrium geometry. The level of theory is ωB97M-V with the def2-TZVPD basis set.

```
! wB97M-V def2-TZVPD RIJCOSX def2/J DEFGRID3
* xyz 1 1
H 2.5577 0.6665 1.6812
N 3.1066 0.0003 1.1471
C 2.6863 -0.9653 0.4708
N 3.4838 -1.9414 0.0487
N 1.2788 -1.2154 0.1229
N 0.5709 0.1524 -0.1013
C 0.5955 0.6448 -1.4910
C 1.8383 0.2560 -2.2515
C 0.7169 2.1304 -1.4884
O 0.8659 2.7090 -0.4659
N -0.7455 0.0934 0.2805
C -0.8764 0.8531 1.4366
C -2.4098 1.2461 1.4967
C -3.2166 -0.0632 1.3746
C -2.9323 -0.8381 0.1261
C -1.4616 -1.1155 0.0503
H 4.4420 -1.9716 0.5060
H 2.9971 -2.7093 -0.5458
H 0.8885 -1.8005 -0.6835
H 1.2049 0.7884 0.4471
H -0.3535 0.1103 -2.0505
H 1.9882 0.9790 -3.0321
H 2.7713 0.6475 -1.6970
H 1.9987 -0.8304 -2.4173
H 0.3633 2.5582 -2.4571
H -0.2745 1.7187 1.3035
H -0.6496 0.3913 2.4580
H -2.4773 1.8613 0.6311
H -2.6442 1.6329 2.3896
H -2.8930 -0.7079 2.2379
H -4.1993 0.2368 1.4908
H -3.4540 -1.7597 0.1218
H -3.2650 -0.4430 -0.7845
H -1.1845 -1.9140 0.7238
H -1.3176 -1.4011 -1.0793
*
```

HOMO-LUMO gap: 9.91 eV
LUMO level: -0.1218 hartree
relative energy (zero: lowest compared OMol25 entry of this formula, charge and spin): 4.2937 eV
calculated total energy: -19144.2808 eV